Entry 1:
C4HNO2 in the gas phase. Source: the Open Molecules 2025 dataset; level of theory: the ωB97M-V functional and the def2-TZVPD basis.

```
8
Properties=species:S:1:pos:R:3
C 1.264 -0.451 -0.006
C 0.946 1.772 0.008
C -1.229 0.769 0.000
C -1.241 -0.610 0.000
N 0.214 -1.002 -0.023
O -0.202 1.458 -0.001
O -2.072 -1.464 0.017
H 2.318 -0.473 0.006
```

Output
Total charge   0
HOMO-LUMO gap (spin up / spin down)   0.2700 / 0.2700 hartree
Energy above the lowest of the compared OMol25 structures with the same formula, charge and spin   6.658 eV

Entry 2:
C27H42N4O6S in the gas phase. Source: the Open Molecules 2025 dataset; level of theory: the ωB97M-V functional and the def2-TZVPD basis.

```
80
Properties=species:S:1:pos:R:3
C -0.973 -4.278 0.468
O 0.245 -4.012 1.130
C 1.264 -3.463 0.420
C 1.183 -3.050 -0.906
C 2.310 -2.562 -1.546
C 3.528 -2.476 -0.891
C 4.751 -1.936 -1.585
N 4.860 -0.503 -1.373
C 5.609 0.018 -0.388
O 6.407 -0.601 0.283
C 5.336 1.526 -0.184
C 6.461 2.189 0.591
N 4.079 1.665 0.541
C 2.877 1.580 -0.055
O 2.770 1.382 -1.257
C 1.690 1.805 0.869
C 0.676 0.655 0.783
C -0.084 0.660 -0.545
N -0.705 1.947 -0.764
C -2.013 2.260 -0.783
O -2.402 3.407 -0.928
C -3.023 1.117 -0.573
C -4.414 1.529 -1.063
C -4.438 1.722 -2.570
S -6.147 2.046 -3.131
C -5.771 2.605 -4.815
N -3.055 0.816 0.843
C -2.768 -0.398 1.365
O -2.357 -1.329 0.707
O -2.981 -0.374 2.687
C -2.716 -1.537 3.512
C -3.578 -2.715 3.063
C -3.118 -1.088 4.918
C -1.229 -1.885 3.468
C 0.270 3.019 -0.828
C 1.000 3.131 0.508
C 3.591 -2.842 0.451
C 2.477 -3.328 1.099
H -1.581 -4.822 1.190
H -0.817 -4.905 -0.415
H -1.483 -3.354 0.184
H 0.252 -3.108 -1.447
H 2.236 -2.257 -2.580
H 4.701 -2.123 -2.661
H 5.656 -2.389 -1.174
H 4.112 0.070 -1.752
H 5.197 1.998 -1.164
H 7.368 2.180 -0.005
H 6.654 1.633 1.505
H 6.207 3.219 0.834
H 4.151 1.721 1.545
H 2.059 1.868 1.898
H 1.182 -0.305 0.897
H -0.040 0.763 1.601
H -0.814 -0.146 -0.533
H 0.625 0.484 -1.360
H -2.710 0.206 -1.090
H -4.699 2.468 -0.584
H -5.132 0.757 -0.779
H -4.080 0.829 -3.088
H -3.830 2.582 -2.851
H -5.157 3.501 -4.768
H -5.256 1.815 -5.354
H -6.718 2.827 -5.294
H -3.427 1.521 1.460
H -4.631 -2.441 3.098
H -3.323 -3.002 2.048
H -3.411 -3.561 3.723
H -2.522 -0.231 5.222
H -2.960 -1.897 5.624
H -4.166 -0.802 4.933
H -1.025 -2.706 4.150
H -0.934 -2.186 2.468
H -0.634 -1.025 3.768
H -0.260 3.945 -1.054
H 0.984 2.798 -1.626
H 1.735 3.936 0.458
H 0.276 3.375 1.290
H 4.528 -2.750 0.980
H 2.521 -3.632 2.133
```

Output
Total charge   0
HOMO-LUMO gap   0.3275 hartree
Energy above the lowest of the compared OMol25 structures with the same formula, charge and spin   0.046 eV

Entry 3:
C23H52AsF6O19 as an isolated structure. Source: the Open Molecules 2025 dataset; level of theory: the ωB97M-V functional and the def2-TZVPD basis.

```
101
Properties=species:S:1:pos:R:3
As 1.477 0.111 0.594
F 0.469 -1.362 0.610
F 2.838 -0.926 0.255
F 2.427 1.593 0.678
F -0.080 0.993 0.899
F 1.676 -0.016 2.323
F 1.184 0.169 -1.194
C 9.544 -0.667 1.614
O 10.014 -1.847 2.240
H 8.508 -0.670 1.954
H 10.036 0.252 1.934
H 9.574 -0.814 0.535
H 9.548 -2.002 3.064
C 3.799 4.171 -4.402
O 4.667 3.582 -3.479
H 2.773 3.808 -4.351
H 3.735 5.251 -4.269
H 4.194 4.021 -5.407
H 4.283 3.588 -2.598
C 3.254 -4.474 5.659
O 3.095 -5.514 6.573
H 3.399 -3.495 6.116
H 4.107 -4.744 5.036
H 2.427 -4.331 4.963
H 2.526 -5.229 7.291
C 3.925 7.544 0.905
O 5.024 7.764 -0.008
H 3.217 6.866 0.429
H 4.239 7.007 1.799
H 3.493 8.523 1.113
H 5.828 7.976 0.471
C 7.065 -6.026 0.495
O 8.410 -5.855 -0.028
H 6.978 -6.640 1.391
H 6.595 -5.059 0.671
H 6.508 -6.529 -0.295
H 8.699 -4.989 0.270
C 1.487 -7.231 0.989
O 1.248 -8.528 0.394
H 1.793 -6.507 0.234
H 0.589 -6.884 1.501
H 2.245 -7.397 1.754
H 0.319 -8.533 0.153
C -0.220 4.825 5.000
O -0.594 5.749 6.017
H 0.813 4.494 5.110
H -0.899 3.984 4.859
H -0.205 5.396 4.072
H -0.919 5.267 6.781
C -6.241 5.618 3.254
C -5.845 6.253 1.968
C -5.133 5.320 0.950
O -5.814 5.628 -0.266
C -6.905 6.400 -0.030
O -7.678 6.848 -0.889
O -7.037 6.635 1.307
H -7.026 4.883 3.079
H -6.618 6.372 3.945
H -5.342 5.153 3.661
H -5.230 7.137 2.137
H -5.287 4.272 1.207
H -4.065 5.513 0.852
C -3.331 1.839 -5.869
C -3.960 0.433 -5.593
C -4.084 0.064 -4.074
O -5.439 -0.181 -3.909
C -6.136 0.056 -5.090
O -7.303 -0.236 -5.292
O -5.275 0.483 -6.026
H -3.315 2.067 -6.935
H -2.350 2.031 -5.434
H -4.011 2.551 -5.402
H -3.419 -0.341 -6.139
H -3.779 0.990 -3.587
H -3.413 -0.715 -3.714
C -5.368 -1.685 6.376
C -5.216 -1.212 4.963
C -5.056 -2.320 3.950
O -5.684 -1.797 2.800
C -6.470 -0.837 3.222
O -7.388 -0.227 2.662
O -6.397 -0.707 4.518
H -6.293 -2.253 6.473
H -5.179 -0.832 7.027
H -4.563 -2.365 6.657
H -4.413 -0.477 4.908
H -5.580 -3.222 4.267
H -4.008 -2.519 3.726
C 1.298 -4.424 -5.121
C 1.010 -3.992 -6.570
C 1.858 -2.768 -6.990
O 2.396 -3.277 -8.253
C 2.188 -4.561 -8.418
O 2.634 -5.357 -9.273
O 1.411 -4.993 -7.496
H 0.828 -3.800 -4.360
H 2.357 -4.474 -4.869
H 0.853 -5.402 -4.937
H -0.045 -3.754 -6.707
H 2.597 -2.529 -6.226
H 1.153 -1.954 -7.157
```

Output
Total charge   -1
HOMO-LUMO gap   0.3741 hartree
Energy above the lowest of the compared OMol25 structures with the same formula, charge and spin   4.060 eV

Entry 4:
C4H11AlAs2F12NO as an isolated structure. Source: the Open Molecules 2025 dataset; level of theory: the ωB97M-V functional and the def2-TZVPD basis.

```
32
Properties=species:S:1:pos:R:3
Al -2.341 1.859 -0.233
As 0.910 2.247 -3.407
F 1.859 2.174 -1.980
F 2.299 2.309 -4.404
F -0.152 2.304 -4.765
F -0.552 2.039 -2.402
F 0.828 3.951 -3.287
F 0.884 0.476 -3.470
As 1.232 0.822 2.365
F 0.355 -0.425 3.179
F -0.299 1.183 1.469
F 1.939 2.032 1.381
F 2.731 0.458 3.088
F 1.546 -0.334 1.037
F 0.804 1.887 3.627
C 0.861 -2.198 -0.807
C -0.350 -1.266 -0.356
C -0.925 -1.496 1.013
O -2.049 -0.723 1.169
C -2.805 -1.184 2.293
N 0.018 0.055 -0.666
H 0.813 -3.190 -0.347
H 1.792 -1.802 -0.387
H 0.799 -2.255 -1.887
H -1.112 -1.575 -1.081
H -0.154 -1.282 1.787
H -1.119 -2.559 1.195
H -3.131 -2.226 2.167
H -3.714 -0.595 2.330
H -2.190 -1.205 3.196
H 0.312 0.219 -1.666
H 0.911 0.301 -0.153
```

Output
Total charge   +1
HOMO-LUMO gap   0.1568 hartree
Energy above the lowest of the compared OMol25 structures with the same formula, charge and spin   0.000 eV

Entry 5:
C5H11N in the gas phase. Source: the Open Molecules 2025 dataset; level of theory: the ωB97M-V functional and the def2-TZVPD basis.

```
17
Properties=species:S:1:pos:R:3
C -2.514 2.050 -0.297
C -1.743 1.130 0.249
C -0.548 0.436 -0.492
C 0.322 -0.303 0.520
N 1.661 -0.498 -0.110
C 2.216 -1.817 0.216
H -2.580 2.301 -1.359
H -3.077 2.813 0.219
H -1.784 0.880 1.305
H -0.925 -0.280 -1.223
H -0.079 1.332 -0.889
H 0.489 0.326 1.393
H -0.138 -1.277 0.681
H 1.593 -0.506 -1.113
H 1.554 -2.700 0.098
H 2.532 -1.807 1.261
H 3.021 -2.080 -0.460
```

Output
Total charge   0
HOMO-LUMO gap   0.3752 hartree
Energy above the lowest of the compared OMol25 structures with the same formula, charge and spin   1.758 eV

Entry 6:
C38H49Br18F2NO2S as an isolated structure. Source: the Open Molecules 2025 dataset; level of theory: the ωB97M-V functional and the def2-TZVPD basis.

```
111
Properties=species:S:1:pos:R:3
C 2.661 2.568 6.591
C 2.487 3.574 5.962
C 2.008 4.702 5.129
C 1.665 4.281 3.701
C 0.312 4.348 3.378
C -0.157 3.967 2.120
C -1.631 3.996 1.793
C -2.219 2.578 2.000
C -3.764 2.674 1.890
C -4.142 2.894 0.388
C -5.356 2.055 -0.084
C -4.953 0.643 -0.575
C -4.998 -0.446 0.518
C -6.450 -0.858 0.748
O -6.501 -1.744 1.878
C -7.361 -2.845 1.620
C 0.790 3.541 1.209
C 2.154 3.479 1.498
C 2.630 3.845 2.773
C 4.121 3.700 3.016
F 4.302 2.527 3.767
C 4.831 4.843 3.746
C 6.367 4.620 3.624
N 3.086 3.034 0.492
C 2.696 1.792 -0.115
C 3.650 0.791 -0.231
C 3.268 -0.411 -0.817
C 1.975 -0.619 -1.293
C 1.717 -1.964 -1.946
C 1.308 -1.842 -3.440
F 0.787 -2.744 -1.256
C 0.998 0.389 -1.169
C -0.440 0.184 -1.637
O -1.348 0.280 -0.539
C -1.513 -0.970 0.111
C -2.086 -0.813 1.532
C 1.398 1.594 -0.596
S 0.303 2.996 -0.430
H 2.748 1.631 7.089
H 1.103 5.094 5.599
H 2.730 5.518 5.163
H -0.401 4.701 4.115
H -2.132 4.639 2.522
H -1.831 4.343 0.780
H -1.870 1.892 1.226
H -1.972 2.208 3.000
H -4.245 1.774 2.276
H -4.122 3.547 2.443
H -4.412 3.947 0.276
H -3.283 2.606 -0.223
H -6.135 2.044 0.684
H -5.763 2.587 -0.953
H -5.659 0.345 -1.357
H -3.935 0.721 -0.967
H -4.468 -1.336 0.172
H -4.555 -0.125 1.461
H -7.088 0.007 0.928
H -6.818 -1.424 -0.116
H -7.461 -3.405 2.551
H -8.342 -2.528 1.251
H -6.881 -3.495 0.873
H 4.655 3.515 2.086
H 4.618 4.726 4.809
H 4.536 5.824 3.374
H 6.789 5.108 2.747
H 6.545 3.543 3.604
H 6.838 4.965 4.547
H 3.088 3.764 -0.221
H 4.646 0.999 0.138
H 4.009 -1.201 -0.891
H 2.653 -2.527 -1.929
H 0.320 -2.307 -3.534
H 2.009 -2.427 -4.033
H 1.303 -0.796 -3.736
H -0.516 -0.837 -2.021
H -0.735 0.871 -2.431
H -2.121 -1.682 -0.464
H -0.523 -1.422 0.221
H -2.515 0.171 1.710
H -2.795 -1.624 1.700
H -1.276 -0.973 2.249
C -9.503 -0.715 -2.245
Br -8.028 -0.284 -3.407
Br -9.745 -2.620 -2.081
Br -9.316 0.123 -0.521
H -10.397 -0.317 -2.703
C 3.982 -1.410 -6.826
Br 4.004 -0.451 -5.155
Br 5.218 -2.887 -6.814
Br 2.203 -1.979 -7.307
H 4.315 -0.722 -7.590
C -3.628 -5.116 0.430
Br -4.189 -3.992 -1.031
Br -1.829 -5.754 0.172
Br -3.851 -4.237 2.129
H -4.278 -5.980 0.437
C -1.942 -4.873 -4.796
Br -1.455 -6.645 -5.373
Br -0.945 -4.329 -3.243
Br -1.787 -3.587 -6.227
H -2.985 -4.906 -4.513
C 7.668 -5.057 -4.356
Br 7.810 -6.239 -2.839
Br 9.167 -3.854 -4.478
Br 7.405 -6.035 -5.995
H 6.786 -4.450 -4.203
C 11.117 -5.542 -0.756
Br 11.699 -6.266 0.932
Br 10.186 -3.872 -0.533
Br 12.574 -5.381 -2.005
H 10.413 -6.244 -1.179
```

Output
Total charge   0
HOMO-LUMO gap   0.2948 hartree